one) ORCA calculation (ωB97M-V/def2-TZVPD) on a 4-piece molecular cluster, C5H17NO5 overall.

Calculated values
**Net charge**: 0
**Frontier orbital gap**: 10.7 eV
**Structure (SMILES)**: NC(=O)CCCCO.O.O.O
**HOMO**: -10.50 eV

Element x y z (Å)
N (-2.13, 0.15, -1.98)
C (-2.00, -0.16, -0.68)
O (-2.87, -0.71, -0.02)
C (-0.60, -0.08, -0.23)
C (0.10, -1.45, -0.57)
C (1.40, -2.03, 0.12)
C (2.60, -1.16, -0.26)
O (3.65, -2.09, -0.60)
H (-1.61, 0.74, -2.43)
H (-3.03, -0.25, -2.32)
H (-0.71, 0.00, 0.94)
H (-0.02, 0.83, -0.36)
H (-0.66, -2.07, -0.16)
H (0.25, -1.62, -1.59)
H (1.48, -3.11, -0.28)
H (1.52, -2.17, 1.23)
H (2.97, -0.47, 0.66)
H (2.61, -0.42, -0.97)
H (3.19, -2.99, -0.63)
O (-3.26, 0.35, 2.61)
H (-2.98, -0.39, 3.19)
H (-2.95, 0.14, 1.75)
O (-0.46, 4.28, 1.10)
H (-1.04, 3.65, 1.41)
H (0.13, 3.92, 0.38)
O (1.14, 2.52, -0.05)
H (1.37, 1.68, 0.15)
H (1.90, 2.90, -0.40)


two) ORCA calculation (ωB97M-V/def2-TZVPD) on a 4-piece molecular cluster, C5H17NO5 overall.

Calculated values
**Net charge**: 0
**Frontier orbital gap**: 10.7 eV
**Structure (SMILES)**: CCCC(=O)NCO.O.O.O
**HOMO**: -10.22 eV

Element x y z (Å)
C (-2.74, -0.68, -1.76)
C (-2.44, -0.51, -0.27)
C (-0.97, -0.81, 0.08)
C (-0.05, 0.26, -0.44)
O (0.36, 0.25, -1.60)
N (0.29, 1.28, 0.39)
C (-0.07, 1.40, 1.77)
O (0.75, 0.62, 2.64)
H (-2.61, -1.73, -2.05)
H (-2.06, -0.07, -2.36)
H (-3.76, -0.38, -1.99)
H (-2.69, 0.51, 0.02)
H (-3.07, -1.18, 0.30)
H (-0.67, -1.75, -0.37)
H (-0.86, -0.95, 1.15)
H (0.92, 1.98, 0.03)
H (0.14, 2.42, 2.06)
H (-1.13, 1.17, 1.91)
H (0.34, -0.22, 2.88)
O (1.62, 2.66, -1.87)
H (1.19, 1.79, -1.99)
H (2.34, 2.71, -2.51)
O (2.87, -0.89, 1.61)
H (3.72, -0.43, 1.61)
H (2.24, -0.21, 1.90)
O (1.90, -2.75, -0.30)
H (2.11, -2.37, -1.16)
H (2.33, -2.14, 0.33)


Most stable structure, least stable structure: two), one).